No. 1
The following is a quantum chemistry calculation of a 2-piece molecular cluster, C2HN2O2S overall in a non-equilibrium geometry, from the OMol25 dataset.

Results
- Kohn-Sham gap (eV) = 6.04
- energy above the lowest of the compared OMol25 structures with the same formula, charge and spin (eV) = 1.057
- total charge = -1

XYZ file:
```
8
Properties=species:S:1:pos:R:3:nbo_charge:R:1
C -1.2273 0.1453 -0.6711 0.13
C -0.0127 -0.2105 -1.1917 -0.31
N 2.0892 0.5396 1.2847 -0.16
N 1.1691 0.0740 1.7104 0.46
O 0.3510 -0.4731 2.2509 -0.30
O -1.6096 0.6364 0.4503 -0.76
S 1.0533 -0.1781 -2.4012 -0.19
H -1.8130 -0.5336 -1.4323 0.12
```

No. 2
The following is a quantum chemistry calculation of an isolated ion of composition C2HN2O3S2 and charge -1 in a non-equilibrium geometry, from the OMol25 dataset.

Results
- Kohn-Sham gap (eV) = 8.52
- energy above the lowest of the compared OMol25 structures with the same formula, charge and spin (eV) = 1.287
- total charge = -1

XYZ file:
```
10
Properties=species:S:1:pos:R:3:nbo_charge:R:1
C -0.3358 0.2849 -0.4896 0.05
C 1.8562 0.6570 -0.2568 -0.04
N -0.4450 0.7868 -1.6130 -0.64
N 2.0687 1.2987 -1.2699 -0.58
O 2.4692 0.0159 2.1622 -1.00
O 4.0062 -0.6144 0.2780 -0.98
O 3.7433 1.7329 1.0924 -0.99
S 0.6952 1.6005 -2.3999 0.60
S 3.1778 0.4119 0.9651 2.37
H -1.0104 -0.4561 0.0228 0.20
```

No. 3
The following is a quantum chemistry calculation of a 2-piece molecular cluster, C2HN2O6 overall in a non-equilibrium geometry, from the OMol25 dataset.

Results
- Kohn-Sham gap (eV) = 9.36
- energy above the lowest of the compared OMol25 structures with the same formula, charge and spin (eV) = 0.963
- total charge = -1

XYZ file:
```
11
Properties=species:S:1:pos:R:3:nbo_charge:R:1
C -2.3055 0.8761 0.9797 0.78
C 1.3354 1.3583 0.0735 0.82
N -1.3659 0.1643 0.7128 -0.29
N 0.7664 1.5898 -1.4661 0.42
O -3.0209 1.5461 1.5512 -0.53
O 0.8361 2.7294 -2.0107 -0.43
O 1.7496 0.1948 0.2724 -0.72
O -0.9653 -0.8429 -0.1444 -0.51
O 0.4283 0.5847 -2.0575 -0.41
O 1.2086 2.4052 0.7059 -0.65
H -0.0335 -0.5551 -0.2281 0.52
```

No. 4
The following is a quantum chemistry calculation of an isolated ion of composition C2HN2S3 and charge -1 in a non-equilibrium geometry, from the OMol25 dataset.

Results
- Kohn-Sham gap (eV) = 6.06
- energy above the lowest of the compared OMol25 structures with the same formula, charge and spin (eV) = 1.109
- total charge = -1

XYZ file:
```
8
Properties=species:S:1:pos:R:3:nbo_charge:R:1
S 0.5416 2.3895 1.3716 -0.38
C 0.2038 0.7563 0.6822 -0.10
S 0.3811 -0.7893 1.4726 0.35
C -0.0679 -1.5126 -0.0543 -0.19
N -0.3127 -0.6824 -0.9913 -0.22
N -0.1687 0.5907 -0.6068 -0.35
S -0.4479 1.8207 -1.6876 -0.31
H -0.1293 -2.5728 -0.1863 0.20
```

No. 5
The following is a quantum chemistry calculation of a 2-piece molecular cluster, C2HN3O3 overall in a non-equilibrium geometry, from the OMol25 dataset.

Results
- Kohn-Sham gap (eV) = 9.40
- energy above the lowest of the compared OMol25 structures with the same formula, charge and spin (eV) = 10.608

XYZ file:
```
9
Properties=species:S:1:pos:R:3:nbo_charge:R:1
O -0.4739 2.8574 -0.0332 -0.41
C -0.8075 1.7786 0.1238 0.94
N -1.3910 0.7545 -0.1186 -0.62
C -0.9343 -0.5762 0.0968 0.84
O 0.2564 -0.7472 1.0788 -0.62
O -1.9305 -1.5853 -0.5104 -0.65
H -1.2689 -2.4616 -0.3088 0.52
N 2.5670 0.0194 0.1213 0.00
N 3.9827 -0.0397 -0.4497 -0.01
```

No. 6
The following is a quantum chemistry calculation of the molecule C2HN3O3 in a non-equilibrium geometry, from the OMol25 dataset.

Results
- Kohn-Sham gap (eV) = 8.46
- energy above the lowest of the compared OMol25 structures with the same formula, charge and spin (eV) = 6.864

XYZ file:
```
9
Properties=species:S:1:pos:R:3:nbo_charge:R:1
O 2.5218 -0.1502 0.2732 -0.47
C 1.3890 -0.0172 0.0408 0.78
N 0.7156 1.2360 -0.0027 -0.11
N -0.4730 1.2388 -0.2389 -0.11
C -1.1267 0.1134 0.0031 0.53
O -2.5079 0.0646 0.1579 -0.64
N -0.8108 -1.0693 -0.0307 -0.12
O 0.6019 -1.0990 -0.3268 -0.37
H -2.5239 -0.9386 0.8092 0.51
```

No. 7
The following is a quantum chemistry calculation of the molecule C2HNO in a non-equilibrium geometry, from the OMol25 dataset.

Results
- Kohn-Sham gap (eV) = 10.70
- energy above the lowest of the compared OMol25 structures with the same formula, charge and spin (eV) = 0.895

XYZ file:
```
5
Properties=species:S:1:pos:R:3:nbo_charge:R:1
N -1.2005 1.1858 -1.1944 -0.22
C -0.6807 0.4376 -0.3703 0.14
C 0.4110 -0.3309 0.3036 0.34
O 0.6227 -0.2077 1.4760 -0.42
H 0.8475 -1.0847 -0.2150 0.16
```

No. 8
The following is a quantum chemistry calculation of a 2-piece molecular cluster, C2HNO2 overall in a non-equilibrium geometry, from the OMol25 dataset.

Results
- Kohn-Sham gap (eV) = 12.09
- energy above the lowest of the compared OMol25 structures with the same formula, charge and spin (eV) = 0.721

XYZ file:
```
6
Properties=species:S:1:pos:R:3:nbo_charge:R:1
C -0.6803 -0.3607 0.4327 0.88
C 1.3138 0.2630 -1.2686 0.48
N -1.1675 0.3808 1.1940 -0.76
O -0.2022 -1.0860 -0.3603 -0.55
O 2.0941 -0.5154 -1.5364 -0.51
H -1.3580 1.3184 1.5385 0.46
```

no.,molecular weight (g/mol),HOMO level (eV)
1,117.11,-2.309
2,165.18,-5.373
3,149.04,-5.898
4,149.25,-3.113
5,115.05,-10.863
6,115.05,-10.678
7,55.04,-11.709
8,71.03,-11.224